Molecular formula: C23H14F9NO4S
Method: DFT, wB97M-V/def2-TZVPD

Values from the calculation:
SMILES: O=[N+]([O-])c1ccc([C@@H](C(c2ccc(C(F)(F)F)cc2)c2ccc(C(F)(F)F)cc2)S(=O)(=O)C(F)(F)F)cc1
M: 571.42 Da
LUMO level: -1.32 eV
HOMO energy: -10.124 eV
multiplicity: 1
energy above the lowest of the compared OMol25 structures with the same formula, charge and spin: 0.0 kJ/mol
total energy: -69048.391 eV
charge: 0
frontier orbital gap: 8.803 eV

Last column: Mulliken charge in e.
Positions of all 52 atoms, in Å:
S: 1.1190 1.2617 2.3951  1.27
F: 6.3852 -0.9947 -0.8542  -0.26
F: 6.7075 0.5170 -2.4262  -0.26
F: 6.7111 1.1096 -0.3064  -0.27
F: -4.7267 -2.3896 -2.8774  -0.26
F: 2.4678 -0.6703 3.6740  -0.24
F: 2.9187 -0.6101 1.5378  -0.17
F: 3.7366 0.9312 2.8660  -0.21
F: -3.2557 -4.0221 -2.8717  -0.27
F: -3.2794 -2.5713 -4.5297  -0.25
O: -5.9032 1.7361 2.9066  -0.58
O: 0.4318 1.1896 3.6573  -0.63
O: -6.0105 -0.4503 2.7252  -0.59
O: 1.4664 2.5468 1.8339  -0.62
N: -5.3681 0.6258 2.6927  0.95
C: -1.2822 -2.3724 -1.9350  -1.24
C: 0.3676 0.7252 -0.3763  0.59
C: -3.2146 1.7432 2.3485  -0.87
C: -0.5960 -0.1695 -1.1793  0.34
C: -1.8934 1.6807 1.9280  0.19
C: 4.6058 0.5261 -1.2670  0.51
C: -1.8011 0.3577 -1.6695  -0.31
C: -3.4260 -2.7003 -3.1703  0.84
C: -1.3166 0.4486 1.5503  -0.31
C: 2.6940 1.7660 -0.5389  -0.32
C: -2.4520 -1.8215 -2.4345  0.25
C: 2.3893 -0.3021 -1.6743  -0.23
C: 1.8444 0.6948 -0.8546  -0.51
C: -2.1084 -0.7153 1.5786  -0.10
C: 4.0711 1.6915 -0.7293  -0.80
C: 0.1435 0.3480 1.0894  -0.82
C: 2.6656 0.1547 2.6346  0.68
C: 3.7735 -0.4456 -1.8104  -1.37
C: -2.7391 -0.4679 -2.2832  -1.08
C: -0.3644 -1.5434 -1.2877  -0.25
C: -3.4220 -0.6709 2.0249  -0.68
C: -3.9860 0.5677 2.3826  -0.19
C: 6.0973 0.2952 -1.2180  0.75
H: -1.0850 -3.4350 -2.0343  0.44
H: 1.7388 -0.9916 -2.2076  0.76
H: -3.6696 2.6783 2.6568  0.49
H: -3.6892 -0.0607 -2.6325  0.41
H: 4.1890 -1.3072 -2.3307  0.44
H: -1.6652 -1.6618 1.2425  0.43
H: -4.0126 -1.5823 2.0822  0.50
H: 0.5215 -0.6737 1.2721  0.81
H: 0.0202 1.7695 -0.4666  0.67
H: -1.3153 2.6068 1.8871  0.46
H: -2.0174 1.4260 -1.5429  0.40
H: 0.5459 -1.9803 -0.8704  0.59
H: 4.7100 2.5227 -0.4356  0.45
H: 2.2775 2.6894 -0.1514  0.51